[1]
This record from the Open Molecules 2025 dataset describes a molecular structure, C19H13CaN5O6S2 in a non-equilibrium geometry. The level of theory is ωB97M-V with the def2-TZVPD basis set.

Geometry as XYZ:
```
46
Properties=species:S:1:pos:R:3:forces:R:3:lowdin_charge:R:1
Ca 11.869 12.994 5.951 0.56 0.92 -0.05 1.40
S 13.031 15.679 6.607 -1.07 -0.13 -0.34 0.49
C 11.758 16.084 5.433 -0.41 0.02 -0.28 -0.76
C 11.576 17.389 4.920 -0.09 -0.18 0.25 -0.10
C 10.553 17.660 4.024 -0.32 0.04 -0.02 -0.07
C 9.718 16.628 3.591 0.51 -0.61 1.04 -0.07
C 9.944 15.371 4.142 0.03 0.59 -0.62 -0.15
N 10.917 15.094 5.011 0.63 0.05 0.41 -0.10
H 12.207 18.181 5.301 0.03 -0.03 -0.09 0.10
H 10.341 18.680 3.694 0.33 -0.25 0.07 0.11
H 8.865 16.736 2.953 -0.10 0.35 -0.34 0.09
H 9.310 14.563 3.807 0.03 -0.34 0.25 0.11
N 14.702 14.551 4.262 -0.41 -0.27 0.51 0.07
C 15.061 13.292 4.605 0.83 0.36 -0.72 -0.67
N 14.322 12.454 5.263 -0.99 -0.53 -0.07 -0.01
C 14.919 11.188 5.311 0.55 -0.40 0.64 -0.30
C 14.341 9.982 5.747 -0.80 1.53 -0.21 -0.03
C 15.041 8.807 5.667 0.24 -0.28 0.02 -0.08
C 16.387 8.837 5.262 0.27 -0.88 -0.50 -0.08
C 17.027 10.023 4.867 -1.52 -0.97 0.51 -0.08
C 16.248 11.164 4.868 -0.30 -0.18 -0.45 -0.50
S 16.629 12.639 4.055 -0.40 0.86 0.48 1.09
H 14.075 15.042 4.951 0.40 -0.35 -0.36 -0.06
H 15.413 15.141 3.878 0.31 0.10 -0.12 0.09
H 13.293 10.011 6.050 0.23 -0.13 0.09 0.09
H 14.483 7.883 5.899 0.78 0.40 -0.15 0.11
H 16.874 7.856 5.109 0.01 0.78 0.35 0.11
H 18.029 10.061 4.515 0.62 -0.22 -0.24 0.10
O 10.364 11.763 4.699 -0.30 -0.27 -0.67 -0.12
C 10.444 10.823 5.525 0.45 -0.01 0.47 -0.65
O 10.903 11.036 6.689 0.07 -0.87 -0.09 -0.15
C 10.012 9.422 5.101 0.49 -0.37 0.08 -0.06
C 10.777 8.246 5.314 -2.42 0.66 -1.36 0.10
C 10.224 7.059 4.836 0.00 -0.52 0.35 -0.09
C 8.915 6.943 4.407 -0.23 0.98 -0.56 0.10
C 8.205 8.131 4.205 0.53 -1.30 0.47 -0.12
C 8.775 9.340 4.459 0.12 1.05 0.57 0.07
N 6.788 8.075 3.867 -2.41 -0.23 -0.52 -0.33
O 6.196 7.001 3.868 1.32 0.07 0.14 0.08
O 6.182 9.111 3.634 1.10 0.13 0.13 0.08
N 11.020 5.783 4.867 0.38 0.03 0.23 -0.33
O 10.390 4.736 4.822 0.78 0.85 0.00 0.09
O 12.247 5.892 4.923 -1.43 -0.15 0.01 0.07
H 11.710 8.222 5.772 1.50 0.19 0.69 0.10
H 8.457 6.012 4.157 -0.05 -0.51 0.01 0.13
H 8.193 10.235 4.276 0.14 0.01 0.01 0.14
```
Forces are in eV/Å.

Calculated values
2S+1: 1
LUMO energy, eV: -1.22
Orbital gap, eV: 6.89
Energy relative to the best compared isomer or geometry (same formula, charge and spin), kcal/mol: 0.0

[2]
This record from the Open Molecules 2025 dataset describes a molecular structure, C19H13N7Pt in a non-equilibrium geometry. The level of theory is ωB97M-V with the def2-TZVPD basis set.

Geometry as XYZ:
```
40
Properties=species:S:1:pos:R:3:forces:R:3:lowdin_charge:R:1
Pt -0.152 -0.325 0.001 -0.45 1.98 -0.01 1.26
C 4.677 -3.269 0.000 -0.59 -0.01 0.00 0.06
C 3.290 -3.392 -0.001 -0.24 -0.12 0.00 0.01
C 2.503 -2.271 -0.001 -0.65 -0.60 0.00 0.04
C 3.000 -0.936 0.000 -0.07 0.51 0.00 -0.18
C 4.426 -0.858 0.001 0.96 0.09 0.00 0.05
C 5.213 -1.986 0.000 0.37 1.15 0.00 0.00
N 2.086 0.077 0.000 0.01 -1.02 0.00 0.10
C 2.323 1.442 0.000 -0.46 -0.25 0.00 -0.15
C 3.540 2.148 0.000 0.65 0.83 0.00 0.05
C 3.581 3.542 0.000 0.36 -0.97 0.00 0.01
C 2.422 4.308 0.000 -0.57 -0.23 0.00 0.03
C 1.197 3.664 0.000 -0.07 -0.39 0.00 0.05
C 1.146 2.264 0.000 0.75 1.23 0.00 -0.17
N -0.038 1.596 0.000 -3.16 0.20 0.01 -0.15
N -1.158 2.285 0.001 3.57 1.07 -0.01 0.15
C -2.268 1.589 0.000 -2.14 -1.85 0.00 -0.30
C -3.532 2.231 0.000 1.36 -0.13 0.00 0.08
C -4.669 1.463 0.000 -0.29 -0.88 0.00 0.01
C -4.544 0.069 0.000 -0.11 0.90 0.00 0.04
C -3.284 -0.516 0.000 0.43 -0.31 0.00 -0.06
N -2.164 0.205 0.000 0.39 -0.01 0.01 -0.02
H 5.311 -4.140 0.000 0.12 -0.13 0.00 0.14
H 2.846 -4.377 -0.001 -0.17 -0.02 0.00 0.13
H 1.436 -2.399 -0.003 -0.08 -0.03 0.00 0.04
H 4.952 0.076 0.001 0.00 -0.07 0.00 0.10
H 6.288 -1.863 0.001 0.01 0.05 0.00 0.14
H 4.496 1.665 -0.001 -0.07 0.00 0.00 0.10
H 4.542 4.035 0.000 0.06 -0.06 0.00 0.14
H 2.466 5.388 0.000 0.03 0.02 0.00 0.14
H 0.268 4.217 0.000 0.05 -0.03 0.00 0.13
H -3.547 3.309 0.000 -0.04 0.10 0.00 0.14
H -5.645 1.924 0.000 -0.07 0.04 0.00 0.14
H -5.416 -0.565 0.000 -0.05 -0.07 0.00 0.14
H -3.202 -1.595 0.000 0.28 0.03 0.00 0.13
N -0.560 -2.205 0.002 -0.25 -1.16 0.00 -0.15
C -0.690 -3.386 0.001 0.47 -0.19 0.00 -0.30
N -0.872 -4.593 0.000 -1.69 1.82 0.00 0.14
C -0.288 -5.731 0.000 1.32 -1.18 0.00 -0.35
N 0.292 -6.727 0.000 0.01 -0.30 0.00 0.15
```
Forces are in eV/Å.

Calculated values
2S+1: 1
LUMO energy (alpha / beta), eV: -10.49 / -10.38
Charge: +2
Orbital gap (alpha / beta), eV: 3.59 / 3.65
Energy relative to the best compared isomer or geometry (same formula, charge and spin), kcal/mol: 9.9

[3]
This record from the Open Molecules 2025 dataset describes a molecular structure, C19H14BeF3N3O3S2. The level of theory is ωB97M-V with the def2-TZVPD basis set.

Geometry as XYZ:
```
45
Properties=species:S:1:pos:R:3:forces:R:3:lowdin_charge:R:1
Be -0.129 -1.049 -1.220 -0.10 0.47 -0.23 -0.05
F 1.666 -0.047 -5.955 0.01 -0.02 0.00 0.14
C 1.311 -1.339 -5.909 -0.01 0.02 0.00 -0.60
F 1.017 -1.710 -7.173 0.00 0.01 0.01 0.12
F 2.390 -2.044 -5.540 -0.01 0.00 0.01 0.14
C 0.141 -1.568 -4.992 -0.03 -0.02 -0.01 -0.11
C -1.040 -2.075 -5.481 -0.01 -0.01 0.02 0.01
C -2.127 -2.288 -4.629 0.01 0.00 -0.03 -0.05
C -1.972 -1.977 -3.302 -0.06 0.04 0.07 -0.09
N -0.832 -1.480 -2.815 0.12 0.06 0.10 -0.02
C 0.239 -1.254 -3.617 0.07 0.02 -0.03 -0.64
S 1.544 -0.607 -2.730 -0.01 -0.02 -0.03 0.83
H -1.122 -2.311 -6.533 0.01 0.00 0.00 0.13
H -3.062 -2.682 -4.999 0.00 0.01 0.00 0.10
H -2.776 -2.110 -2.590 0.01 0.00 0.01 0.10
C 1.499 4.478 5.018 -0.01 -0.01 -0.02 -0.05
C 1.486 3.361 4.011 0.00 0.02 0.00 -0.27
C 1.724 2.048 4.400 0.01 -0.01 0.00 -0.03
C 1.740 1.018 3.470 -0.01 -0.02 0.02 -0.06
C 1.512 1.311 2.137 -0.07 0.08 -0.08 -0.30
C 1.279 2.616 1.720 -0.02 -0.04 0.05 -0.04
C 1.261 3.630 2.660 0.01 0.01 0.01 -0.03
S 1.552 0.030 0.922 -0.01 0.07 0.03 0.59
O 2.559 0.376 -0.037 0.00 -0.03 0.01 -0.32
O 1.663 -1.227 1.630 -0.04 0.06 -0.02 -0.30
N 0.118 0.102 0.143 -0.02 -0.57 -0.05 -0.12
C -1.011 -0.382 0.791 0.12 0.12 0.01 -0.36
C -1.440 -0.200 2.110 0.01 0.03 -0.04 0.02
C -2.604 -0.824 2.500 -0.01 -0.03 -0.03 -0.05
C -3.324 -1.604 1.593 -0.03 0.05 0.04 -0.06
C -2.837 -1.723 0.314 -0.04 0.10 -0.13 -0.11
N -1.709 -1.122 -0.083 0.04 -0.28 0.25 0.10
H 1.236 4.117 6.012 0.00 0.00 0.00 0.08
H 0.800 5.266 4.741 0.00 0.01 0.01 0.08
H 2.493 4.925 5.080 0.00 0.00 0.00 0.09
H 1.901 1.827 5.446 0.00 0.00 0.00 0.11
H 1.922 -0.007 3.766 0.00 0.00 0.00 0.12
H 1.112 2.819 0.670 -0.01 0.02 0.00 0.12
H 1.074 4.649 2.345 0.00 0.00 -0.01 0.12
H -0.869 0.406 2.795 0.04 0.02 0.02 0.11
H -2.959 -0.709 3.516 0.00 0.01 0.00 0.11
H -4.240 -2.101 1.878 0.00 -0.01 0.01 0.10
H -3.362 -2.309 -0.430 0.03 -0.05 0.01 0.10
O 1.383 -3.591 -0.806 -0.02 0.07 0.11 0.21
C 0.790 -2.640 -0.827 0.03 -0.18 -0.06 0.04
```
Forces are in eV/Å.

Calculated values
2S+1: 1
LUMO energy, eV: 0.09
Orbital gap, eV: 8.20
Energy relative to the best compared isomer or geometry (same formula, charge and spin), kcal/mol: 0.0

[4]
This record from the Open Molecules 2025 dataset describes C19H14Br2N4O3 in the gas phase in a non-equilibrium geometry. The level of theory is ωB97M-V with the def2-TZVPD basis set.

Geometry as XYZ:
```
42
Properties=species:S:1:pos:R:3:forces:R:3:lowdin_charge:R:1
C -7.686 0.321 0.030 -0.02 -0.10 0.01 -0.02
C -6.225 0.572 0.055 0.12 0.31 -0.02 -0.30
C -5.491 1.734 -0.009 0.11 -0.26 0.02 0.04
C -4.145 1.324 0.061 -0.95 -0.55 0.01 -0.22
C -2.952 2.186 0.032 0.77 0.06 0.02 -0.42
O -2.978 3.389 -0.050 -0.25 -0.03 -0.01 0.10
N -1.791 1.441 0.113 -0.48 -1.03 0.07 0.04
N -0.595 2.008 0.100 0.74 0.70 -0.03 0.08
C 0.457 1.297 0.184 -0.91 -0.59 0.01 -0.06
C 1.760 1.925 0.162 0.92 0.10 0.05 -0.11
C 1.880 3.311 0.029 0.13 -0.11 0.02 -0.06
C 3.130 3.893 -0.006 -0.03 0.04 0.01 -0.67
Br 3.283 5.774 -0.191 -0.02 -0.10 0.01 0.75
C 4.289 3.137 0.094 -0.06 -0.10 0.00 -0.16
C 4.169 1.766 0.231 0.05 -0.18 0.11 -0.57
Br 5.724 0.695 0.395 -0.09 0.16 -0.02 0.84
C 2.922 1.151 0.271 -0.04 0.53 -0.26 -0.25
O 2.843 -0.219 0.436 -0.19 0.09 0.28 0.00
C 3.088 -0.982 -0.667 0.03 0.30 -0.61 -0.46
O 3.233 -0.507 -1.761 -0.06 -0.16 0.32 0.14
C 3.130 -2.421 -0.343 0.03 -0.35 0.08 -0.13
C 3.304 -3.322 -1.392 -0.03 0.21 0.08 -0.01
C 3.364 -4.677 -1.134 0.00 -0.05 -0.02 -0.07
C 3.253 -5.139 0.168 0.00 0.00 0.03 -0.08
C 3.082 -4.246 1.214 0.00 -0.10 0.05 -0.07
C 3.020 -2.888 0.965 0.00 0.13 -0.12 -0.01
N -4.067 -0.002 0.160 0.73 0.12 0.01 0.08
N -5.320 -0.432 0.155 -0.20 0.11 -0.01 0.03
H -8.219 1.263 -0.059 -0.06 0.01 0.00 0.08
H -8.006 -0.176 0.945 -0.09 0.01 0.03 0.08
H -7.954 -0.314 -0.814 -0.09 0.01 -0.04 0.08
H -5.843 2.740 -0.093 -0.15 0.22 -0.02 0.12
H -1.897 0.425 0.182 0.08 0.35 -0.02 0.14
H 0.421 0.205 0.272 -0.07 0.09 -0.01 0.13
H 0.978 3.895 -0.051 -0.04 0.09 -0.01 0.11
H 5.262 3.601 0.066 0.04 0.01 0.01 0.10
H 3.392 -2.936 -2.396 0.01 0.03 -0.07 0.12
H 3.500 -5.375 -1.946 0.01 -0.05 -0.07 0.11
H 3.302 -6.199 0.369 0.00 -0.08 0.02 0.10
H 3.000 -4.610 2.227 -0.01 -0.02 0.08 0.10
H 2.895 -2.187 1.776 0.00 0.04 0.05 0.12
H -5.511 -1.421 0.220 0.09 0.15 -0.01 0.17
```
Forces are in eV/Å.

Calculated values
2S+1: 1
LUMO energy, eV: -0.01
Orbital gap, eV: 8.53
SMILES: Cc1cc(C(=O)N/N=C/c2cc(Br)cc(Br)c2OC(=O)c2ccccc2)n[nH]1

[5]
This record from the Open Molecules 2025 dataset describes a molecular structure, C19H14BrN3NiO3S2Te in a non-equilibrium geometry. The level of theory is ωB97M-V with the def2-TZVPD basis set.

Geometry as XYZ:
```
44
Properties=species:S:1:pos:R:3:forces:R:3:lowdin_spin:R:1
Ni -5.643 1.458 14.965 -0.23 -0.66 -0.52 1.62
N -4.103 4.099 17.931 -0.96 -0.09 1.06 0.00
C -4.556 3.098 17.098 -1.22 -0.35 0.91 0.01
S -3.870 2.866 15.566 0.37 0.13 0.01 0.07
N -5.616 2.459 17.615 0.84 1.09 0.33 0.00
N -6.400 1.867 16.688 -1.90 -0.83 0.64 0.04
C -7.536 1.343 17.110 3.10 1.66 1.51 0.02
C -8.615 0.966 16.334 -1.95 -1.49 -2.99 0.00
C -9.855 0.696 16.963 0.22 0.86 -2.19 0.00
C -10.982 0.529 16.148 -0.81 -0.71 1.27 0.00
C -10.876 0.373 14.763 -1.50 0.29 0.64 0.00
C -9.701 0.541 14.125 0.41 -0.35 -1.92 0.00
C -8.533 0.880 14.822 0.84 0.62 2.19 0.01
O -7.457 1.146 14.202 -0.49 0.19 -0.23 0.06
H -3.174 4.462 17.870 0.13 -0.11 -0.05 0.00
H -4.669 4.198 18.796 0.98 -0.12 -0.96 0.00
H -7.655 1.309 18.206 -0.05 0.19 -0.33 0.00
H -9.911 0.836 18.022 -0.21 -0.14 0.55 0.00
H -11.994 0.433 16.589 0.74 0.02 -0.10 0.00
H -11.806 0.203 14.201 0.49 -0.05 0.16 0.00
H -9.652 0.413 13.013 0.15 0.24 1.13 0.00
Te -5.647 -1.183 15.513 -0.53 0.48 0.63 0.11
C -3.935 -1.704 14.563 1.75 -2.41 -1.35 0.01
C -3.723 -3.019 14.069 -1.70 0.96 0.59 0.01
C -2.421 -3.271 13.603 0.22 -1.48 -0.61 0.00
C -1.630 -2.148 13.625 0.59 -1.05 -0.25 0.00
S -2.457 -0.856 14.316 -0.57 1.13 0.40 0.00
H -4.629 -3.679 14.011 1.31 0.35 0.17 0.00
H -2.114 -4.314 13.281 -0.21 1.57 0.15 0.00
H -0.613 -2.058 13.237 -0.41 0.06 0.28 0.00
Br -2.801 -0.341 9.965 0.95 -0.17 -0.12 0.00
C -4.562 -0.736 10.408 -1.24 2.34 1.75 0.00
C -5.154 -1.803 9.826 -0.28 -1.93 -0.26 0.00
C -6.516 -2.054 9.963 -0.25 1.17 0.10 0.00
C -7.290 -1.035 10.579 -0.50 -1.76 -1.01 0.00
C -6.694 -0.043 11.335 -0.41 0.49 0.40 0.00
C -5.306 0.138 11.288 0.00 -2.17 -1.69 0.00
C -4.665 1.278 11.942 -0.14 2.05 2.10 0.00
O -4.054 2.058 11.194 -0.19 -0.29 0.72 0.00
O -4.896 1.428 13.216 1.13 -0.17 -3.28 0.03
H -4.528 -2.522 9.301 -0.10 0.13 -0.02 0.00
H -6.909 -3.000 9.566 -0.16 0.73 0.01 0.00
H -8.382 -1.044 10.381 0.66 -0.14 0.80 0.00
H -7.372 0.574 11.980 1.16 -0.27 -0.62 0.00
```
Forces are in eV/Å.

Calculated values
2S+1: 3
LUMO energy (alpha / beta), eV: 4.59 / 4.59
Charge: -2
<S²>: 2.011
Orbital gap (alpha / beta), eV: 5.29 / 5.33

For reference, M by record: 511.55; 534.44; 462.48; 506.15; 662.67 g mol⁻¹.